{
  "formula": "C15H32N2O5P2Y",
  "method": "ωB97M-V with the def2-TZVPD basis set",
  "total_energy_ev": -48905.2049,
  "relative_energy_kj_mol": 0.00,
  "homo_ha": -0.2741,
  "charge": 1,
  "species": ["O", "H", "Y", "N", "N", "O", "O", "C", "C", "C", "C", "H", "H", "H", "H", "H", "H", "H", "H", "O", "H", "H", "C", "H", "H", "H", "O", "H", "H", "C", "P", "C", "C", "C", "C", "C", "C", "C", "P", "C", "C", "H", "H", "H", "H", "H", "H", "H", "H", "H", "H", "H", "H", "H", "H", "H", "H"],
  "positions_angstrom": [[0.99, -0.56, -1.56], [1.78, -1.35, -3.36], [-0.64, 1.45, 0.01], [-2.59, 2.59, -0.20], [-2.37, 0.25, -0.79], [-2.37, 4.03, -0.19], [-2.19, -1.17, -1.03], [-3.76, 2.10, -0.63], [-3.65, 0.72, -0.91], [-4.97, 2.94, -0.81], [-4.79, -0.13, -1.33], [-5.01, 3.40, -1.82], [-5.06, 3.73, -0.05], [-5.87, 2.32, -0.71], [-4.56, -1.19, -1.22], [-5.06, 0.06, -2.38], [-5.67, 0.10, -0.71], [-3.25, 4.42, -0.40], [-1.54, -1.24, -1.76], [-0.65, 2.95, 1.80], [-1.33, 3.65, 1.73], [-0.24, 3.00, 2.68], [1.20, -2.16, -2.93], [1.29, -2.98, -3.66], [0.13, -1.95, -2.87], [1.59, -2.59, -2.01], [-0.11, 3.07, -1.19], [0.46, 3.28, -1.95], [-0.77, 3.83, -1.06], [2.40, 1.38, -0.01], [2.33, -0.21, -0.85], [3.69, -0.17, -2.01], [2.72, -1.49, 0.38], [3.87, -2.28, 0.21], [4.16, -3.31, 1.10], [3.33, -3.55, 2.19], [2.20, -2.75, 2.39], [1.88, -1.72, 1.49], [0.37, -0.71, 1.76], [-0.91, -1.99, 1.83], [0.57, -0.19, 3.49], [2.56, 2.17, -0.76], [3.31, 1.31, 0.60], [1.60, 1.67, 0.72], [4.65, -0.02, -1.49], [3.75, -1.10, -2.59], [3.52, 0.68, -2.70], [4.52, -2.09, -0.64], [5.04, -3.94, 0.93], [3.56, -4.34, 2.91], [1.58, -2.92, 3.27], [-1.58, -1.78, 2.68], [-1.49, -1.99, 0.90], [-0.44, -2.97, 1.98], [1.11, -0.96, 4.06], [1.14, 0.75, 3.54], [-0.42, -0.03, 3.94]],
  "nbo_charge": [-1.09, 0.19, 1.86, -0.51, -0.53, -0.68, -0.61, 0.01, 0.09, -0.66, -0.65, 0.21, 0.20, 0.25, 0.24, 0.22, 0.22, 0.49, 0.47, -0.98, 0.55, 0.52, -0.79, 0.19, 0.21, 0.19, -1.01, 0.53, 0.56, -1.02, 1.94, -1.03, -0.47, -0.18, -0.17, -0.18, -0.21, -0.20, 0.74, -0.94, -0.93, 0.26, 0.28, 0.21, 0.26, 0.29, 0.26, 0.22, 0.23, 0.24, 0.22, 0.25, 0.30, 0.24, 0.25, 0.23, 0.25]
}

***

{
  "formula": "C15H33Br9O8P2",
  "method": "ωB97M-V with the def2-TZVPD basis set",
  "total_energy_ev": -681433.9967,
  "relative_energy_kj_mol": 80.11,
  "homo_ha": -0.3748,
  "species": ["C", "Br", "Br", "Br", "H", "C", "Br", "Br", "Br", "H", "C", "Br", "Br", "Br", "H", "C", "C", "O", "P", "O", "O", "C", "C", "O", "C", "C", "H", "H", "H", "H", "H", "H", "H", "H", "H", "H", "H", "H", "H", "H", "H", "C", "C", "O", "P", "O", "O", "C", "C", "O", "C", "C", "H", "H", "H", "H", "H", "H", "H", "H", "H", "H", "H", "H", "H", "H", "H"],
  "positions_angstrom": [[-1.46, 7.04, 2.36], [0.46, 7.00, 2.59], [-1.89, 7.19, 0.43], [-2.37, 8.48, 3.31], [-1.77, 6.09, 2.76], [3.26, 4.62, -0.23], [3.03, 4.40, 1.69], [4.96, 5.66, -0.50], [1.75, 5.66, -0.96], [3.33, 3.65, -0.70], [0.22, 1.97, 1.80], [-0.80, 3.67, 1.67], [1.01, 1.86, 3.59], [1.28, 1.68, 0.25], [-0.58, 1.25, 1.76], [-0.11, -1.57, 2.13], [0.12, -2.79, 2.95], [1.24, -2.56, 3.81], [1.56, -3.65, 4.95], [2.85, -3.43, 5.65], [1.35, -5.05, 4.22], [1.18, -6.25, 4.97], [0.13, -7.09, 4.27], [0.31, -3.56, 5.94], [0.29, -2.67, 7.03], [-0.46, -1.37, 6.64], [-1.01, -1.55, 1.51], [-0.20, -0.71, 2.79], [0.67, -1.36, 1.38], [-0.81, -2.97, 3.50], [0.31, -3.70, 2.38], [2.09, -6.86, 4.92], [1.01, -6.08, 6.04], [0.52, -7.47, 3.33], [-0.13, -8.00, 4.82], [-0.83, -6.65, 3.99], [-0.30, -3.07, 7.86], [1.27, -2.40, 7.41], [-0.03, -0.96, 5.73], [-1.45, -1.72, 6.32], [-0.49, -0.62, 7.42], [0.16, 2.37, -2.89], [0.80, 2.80, -4.20], [0.51, 1.86, -5.25], [-0.97, 1.60, -5.79], [-1.93, 2.70, -5.82], [-1.50, 0.33, -4.96], [-0.64, -0.80, -4.80], [-0.83, -1.46, -3.44], [-0.57, 1.00, -7.23], [-1.65, 0.49, -8.01], [-1.95, 1.42, -9.17], [0.15, 3.20, -2.18], [-0.88, 2.05, -3.02], [0.77, 1.63, -2.36], [0.36, 3.76, -4.49], [1.87, 2.93, -4.08], [-0.76, -1.42, -5.69], [0.42, -0.55, -4.77], [-1.87, -1.61, -3.14], [-0.27, -2.39, -3.44], [-0.41, -0.79, -2.69], [-1.52, -0.55, -8.32], [-2.61, 0.43, -7.48], [-2.85, 1.07, -9.69], [-2.12, 2.44, -8.84], [-1.22, 1.38, -9.99]],
  "nbo_charge": [-0.48, 0.10, 0.07, 0.09, 0.22, -0.45, 0.08, 0.06, 0.09, 0.22, -0.48, 0.05, 0.10, 0.11, 0.22, -0.64, -0.07, -0.80, 2.57, -1.08, -0.81, -0.07, -0.64, -0.83, -0.06, -0.63, 0.22, 0.21, 0.22, 0.18, 0.19, 0.19, 0.20, 0.21, 0.22, 0.22, 0.18, 0.20, 0.21, 0.20, 0.22, -0.65, -0.06, -0.82, 2.57, -1.08, -0.82, -0.07, -0.62, -0.80, -0.08, -0.63, 0.23, 0.23, 0.20, 0.19, 0.19, 0.18, 0.19, 0.22, 0.22, 0.21, 0.18, 0.19, 0.21, 0.23, 0.21]
}